{"formula": "C23H45Cl3N2O6PSiTl", "method": "ωB97M-V/def2-TZVPD", "orbital_gap_ev": 5.6735, "de_lowest_kcal_mol": 0.5, "homo_ev": -6.4, "lumo_ev": -0.73, "charge": 0, "symbols": ["C", "C", "H", "H", "H", "C", "C", "H", "H", "H", "H", "Tl", "Cl", "Cl", "C", "O", "N", "C", "C", "H", "H", "H", "H", "H", "H", "H", "H", "H", "C", "C", "N", "H", "C", "O", "H", "H", "H", "H", "O", "C", "C", "C", "H", "C", "H", "C", "H", "C", "C", "H", "H", "H", "Si", "Cl", "C", "C", "C", "H", "H", "H", "H", "H", "H", "H", "H", "H", "C", "O", "P", "O", "C", "O", "C", "H", "H", "H", "H", "H", "H", "H", "H", "H"], "positions_angstrom": [[-0.204, 7.899, -2.636], [-0.670, 7.617, -4.036], [0.270, 8.877, -2.597], [0.513, 7.172, -2.260], [-1.030, 7.954, -1.924], [-0.352, 8.440, -5.042], [0.578, 9.563, -4.932], [-0.801, 8.330, -6.016], [1.556, 9.229, -4.604], [0.274, 10.320, -4.223], [0.721, 10.070, -5.874], [-1.703, 5.402, -1.314], [-1.651, -1.663, 1.383], [0.822, 4.687, -0.704], [-3.196, -0.590, -2.735], [-2.267, -0.798, -1.950], [-3.084, -0.692, -4.079], [-1.811, -0.952, -4.715], [-4.209, -0.396, -4.933], [-4.218, -0.329, -2.401], [-1.176, -1.555, -4.061], [-1.272, -0.016, -4.930], [-1.997, -1.466, -5.664], [-5.126, -0.465, -4.351], [-4.247, -1.116, -5.747], [-4.153, 0.602, -5.373], [2.228, 2.716, 0.254], [3.574, 4.715, -1.735], [3.171, 2.224, -0.037], [4.285, 3.918, -1.486], [3.590, 2.650, -1.369], [3.048, 1.130, -0.002], [3.052, 2.245, -2.540], [3.360, 2.783, -3.599], [5.022, 3.836, -2.290], [2.442, 1.315, -2.562], [3.954, 2.534, 0.671], [4.773, 4.152, -0.542], [-1.400, 5.381, -3.503], [-1.686, 6.513, -4.242], [-1.056, 5.968, -6.633], [-2.058, 6.140, -5.674], [0.003, 6.129, -6.354], [-1.435, 5.712, -7.961], [-2.673, 6.879, -3.844], [-3.399, 6.005, -5.988], [-0.657, 5.639, -8.732], [-2.798, 5.591, -8.293], [-3.765, 5.765, -7.300], [-4.111, 6.170, -5.200], [-3.088, 5.415, -9.344], [-4.798, 5.724, -7.549], [-0.475, 2.731, -4.110], [0.757, 0.988, -4.223], [0.877, 3.890, -4.867], [-1.941, 2.782, -5.306], [-1.113, 2.378, -2.347], [0.686, 4.126, -5.931], [1.829, 3.301, -4.881], [1.131, 4.815, -4.328], [-0.283, 2.694, -1.684], [-1.145, 1.307, -2.303], [-2.086, 2.725, -1.987], [-1.952, 3.618, -6.026], [-2.946, 2.744, -4.852], [-1.810, 1.864, -5.905], [0.986, -0.763, 2.835], [1.176, -1.848, 1.879], [0.062, -2.570, 1.095], [-0.111, -4.029, 1.592], [1.013, -4.873, 2.028], [0.433, -2.515, -0.404], [-0.364, -3.106, -1.464], [0.615, 0.137, 2.321], [1.976, -0.568, 3.262], [0.284, -1.054, 3.632], [1.836, -4.835, 1.295], [1.369, -4.556, 3.020], [0.614, -5.889, 2.090], [-0.114, -2.544, -2.374], [-0.089, -4.169, -1.579], [-1.442, -3.002, -1.259]], "lowdin_charge": [-0.076, -0.218, 0.067, 0.043, 0.039, -0.128, -0.117, 0.100, 0.081, 0.070, 0.065, 0.591, 0.637, -0.192, -0.308, -0.059, -0.178, -0.065, -0.054, 0.141, 0.065, -0.007, 0.095, 0.085, 0.087, 0.083, 0.011, 0.066, -0.093, -0.076, -0.192, 0.073, -0.382, -0.042, 0.087, 0.065, 0.080, 0.079, -0.481, -0.438, -0.077, -0.194, 0.118, -0.080, 0.125, -0.043, 0.102, -0.100, -0.097, 0.110, 0.099, 0.085, 0.300, 0.398, -0.206, -0.186, -0.274, 0.021, -0.016, 0.036, -0.055, -0.035, -0.004, 0.015, 0.037, 0.012, -0.051, -0.228, 0.232, -0.244, -0.019, -0.214, -0.049, 0.102, 0.105, 0.093, 0.105, 0.101, 0.101, 0.093, 0.104, 0.076]}